Below is a cluster of 8 separate species, C30H62N2O16S4 in total, with properties calculated with ωB97M-V/def2-TZVPD.

Output
electronic energy: -4086.18467 Ha
SMILES: CCOS(C)(=O)=O.CCOS(C)(=O)=O.CCOS(C)(=O)=O.CCOS(C)(=O)=O.c1ccncc1.c1ccncc1.COCCOC.COCCOC

```
! wB97M-V def2-TZVPD RIJCOSX def2/J DEFGRID3
* xyz 0 1
C 1.03 2.39 4.24
C -0.22 1.68 3.91
O -1.30 2.64 3.42
S -1.29 2.96 1.90
C -2.24 4.51 2.06
O 0.04 3.18 1.39
O -2.06 1.93 1.24
H 1.66 1.82 5.00
H 0.71 3.29 4.76
H 1.68 2.67 3.40
H -0.14 0.85 3.22
H -0.69 1.34 4.81
H -1.65 5.16 2.72
H -3.25 4.29 2.40
H -2.21 4.90 1.00
C -0.18 6.36 -3.78
C -0.32 4.86 -3.96
O 0.58 4.32 -4.93
S 1.97 3.59 -4.61
C 1.76 2.21 -5.66
O 3.01 4.42 -5.08
O 1.93 3.24 -3.24
H -0.39 6.84 -4.75
H 0.81 6.69 -3.57
H -0.84 6.79 -3.07
H -0.06 4.31 -3.06
H -1.34 4.57 -4.19
H 2.71 1.70 -5.69
H 1.51 2.58 -6.67
H 1.01 1.58 -5.21
C -0.22 1.35 -2.04
C -1.01 0.30 -1.32
O -0.08 -0.80 -0.81
S -0.72 -2.04 -0.10
C -1.21 -1.43 1.44
O -1.95 -2.37 -0.78
O 0.28 -3.06 -0.06
H 0.31 1.02 -2.93
H 0.52 1.67 -1.28
H -0.87 2.16 -2.35
H -1.48 0.74 -0.41
H -1.72 -0.29 -1.94
H -0.36 -1.01 1.96
H -1.58 -2.32 1.88
H -2.03 -0.74 1.29
C 0.27 -4.53 3.65
C 0.02 -5.30 2.38
O -1.24 -6.15 2.52
S -2.64 -5.38 2.16
C -2.46 -5.36 0.31
O -3.67 -6.32 2.42
O -2.57 -3.98 2.60
H 0.28 -5.21 4.52
H -0.63 -3.92 3.73
H 1.11 -3.85 3.51
H -0.04 -4.69 1.48
H 0.76 -6.05 2.12
H -2.57 -6.40 0.00
H -1.52 -4.86 0.11
H -3.35 -4.89 -0.08
C 0.77 -4.45 -4.34
C 0.96 -4.03 -5.67
C 0.78 -2.69 -5.99
N 0.38 -1.79 -5.08
C 0.23 -2.23 -3.83
C 0.41 -3.52 -3.37
H 0.92 -5.49 -4.07
H 1.29 -4.70 -6.47
H 0.97 -2.43 -7.01
H -0.05 -1.51 -3.07
H 0.22 -3.74 -2.27
C 3.15 -0.41 -3.30
C 3.67 -1.69 -3.52
C 4.91 -1.99 -2.92
N 5.62 -1.07 -2.27
C 5.13 0.14 -2.11
C 3.87 0.53 -2.61
H 2.16 -0.18 -3.67
H 3.24 -2.45 -4.21
H 5.31 -2.99 -3.04
H 5.75 0.89 -1.63
H 3.51 1.49 -2.45
C 5.26 1.32 3.42
O 3.90 1.21 3.04
C 3.79 1.08 1.59
C 2.44 0.47 1.28
O 2.39 -0.92 1.64
C 3.13 -1.85 0.90
H 5.75 2.18 2.95
H 5.76 0.43 3.00
H 5.34 1.30 4.50
H 4.63 0.51 1.18
H 3.85 2.10 1.19
H 2.23 0.64 0.25
H 1.62 0.88 1.80
H 4.19 -1.68 0.96
H 2.79 -1.97 -0.16
H 2.87 -2.87 1.30
C -6.31 3.65 3.10
O -5.26 2.84 3.60
C -5.40 1.54 3.02
C -5.29 0.47 4.13
O -5.46 -0.78 3.51
C -4.27 -1.35 2.96
H -6.09 4.67 3.46
H -7.32 3.34 3.33
H -6.19 3.71 2.02
H -4.62 1.39 2.25
H -6.39 1.42 2.55
H -6.12 0.61 4.86
H -4.32 0.49 4.61
H -4.19 -1.57 1.87
H -4.25 -2.29 3.52
H -3.49 -0.61 3.29
*
```